Entry 1:
The following is a quantum chemistry calculation of C8H12O in the gas phase in a non-equilibrium geometry, from the OMol25 dataset.

XYZ file:
```
21
C8H12O (ωB97M-V/def2-TZVPD)
C -2.02422 -1.93308 -0.32812
C -1.26980 -0.85975 -0.24079
C -1.33005 0.50419 0.84425
O -1.59712 0.30150 2.01417
C -0.02529 -0.32809 -0.65387
C 0.02516 0.22423 -2.04589
C 0.66677 0.29931 0.41315
C 1.09286 -0.50843 1.61989
C 1.59680 1.45005 0.10527
H -1.65773 -2.85062 -0.77861
H -3.01526 -1.95210 0.11064
H -1.69094 1.34894 0.24457
H 1.04798 0.22979 -2.42052
H -0.33924 1.25405 -2.05626
H -0.62825 -0.33436 -2.72420
H 0.42904 -1.34717 1.79477
H 2.11370 -0.86800 1.49342
H 1.04684 0.11309 2.51072
H 1.10274 2.24993 -0.45908
H 1.98411 1.88195 1.03100
H 2.47192 1.12456 -0.47454
```

Results
relative energy (zero: lowest compared OMol25 entry of this formula, charge and spin): 91.0 kcal per mole
calculated total energy: -387.11802 a.u.
charge: 0
LUMO energy (spin up / spin down): -0.0067 / -0.0068 hartree
strongest force on any atom: 0.0754 hartree/bohr
frontier orbital gap (spin up / spin down): 7.827 / 7.826 eV

These are the Löwdin partial charges, in e, on atoms 1 to 8: 0.0751 -0.1861 -0.2628 0.0009 -0.2257 -0.0177 -0.3439 -0.0455


Entry 2:
The following is a quantum chemistry calculation of C8H12O10Rb4S as an isolated structure in a non-equilibrium geometry, from the OMol25 dataset.

XYZ file:
```
35
C8H12O10Rb4S (ωB97M-V/def2-TZVPD)
Rb 21.62472 -25.02475 -31.99741
Rb 23.44337 -23.84375 -25.69695
Rb 24.76837 -22.52822 -31.32953
Rb 24.14577 -26.46626 -28.84125
S 22.34763 -23.35638 -28.99252
O 23.74373 -23.39858 -28.70581
O 21.94497 -24.70506 -29.26300
O 21.67841 -22.80503 -27.82307
O 22.07111 -22.55012 -30.19950
C 20.47044 -26.93181 -26.72065
C 19.90707 -28.28987 -27.34512
C 18.50404 -28.21750 -27.76627
O 18.68635 -27.91669 -29.14039
C 19.92863 -27.91554 -29.55490
O 20.33177 -27.70150 -30.71040
O 20.58267 -28.44517 -28.55294
H 19.95538 -26.70510 -25.78715
H 20.40041 -26.17091 -27.49797
H 21.50673 -26.77807 -26.41969
H 20.13815 -29.22768 -26.83994
H 18.12467 -27.35784 -27.21386
H 18.11077 -29.21846 -27.58874
C 17.88513 -22.53793 -26.92621
C 18.30178 -21.68178 -28.06882
C 18.73685 -22.54191 -29.29628
O 17.60632 -22.23496 -30.11122
C 16.69352 -21.42773 -29.58763
O 15.64045 -21.12748 -30.05334
O 17.12166 -20.98802 -28.45548
H 17.45414 -21.88736 -26.16522
H 18.70692 -23.18550 -26.62055
H 17.13764 -23.29761 -27.15477
H 19.13909 -21.17863 -27.58523
H 18.82568 -23.60856 -29.09023
H 19.69138 -22.18375 -29.68189
```

Results
relative energy (zero: lowest compared OMol25 entry of this formula, charge and spin): 39.7 kcal per mole
calculated total energy: -1558.59370 a.u.
charge: +2
LUMO energy: -0.2481 hartree
strongest force on any atom: 0.1095 hartree/bohr
frontier orbital gap: 7.052 eV

These are the Löwdin partial charges, in e, on atoms 1 to 8: 0.9949 0.9891 1.0308 0.9662 -0.0180 -0.5725 -0.6030 -0.4052


Entry 3:
The following is a quantum chemistry calculation of a 2-piece molecular cluster, C8H12O2 overall in a non-equilibrium geometry, from the OMol25 dataset.

XYZ file:
```
22
C8H12O2 (ωB97M-V/def2-TZVPD)
C -1.56717 -0.40944 3.01249
C -0.66162 0.32425 2.04990
C 0.39442 1.12302 2.48704
C 1.36330 1.60696 1.61981
C 1.20300 1.37272 0.26363
O 2.13982 1.90939 -0.61885
C 0.13444 0.64217 -0.21815
C -0.75349 0.06165 0.67618
H -2.11755 0.10298 3.80470
H -0.95682 -1.20008 3.44259
H -2.37615 -0.90228 2.46773
H 0.34927 1.37735 3.53777
H 2.09696 2.29760 2.01101
H 2.50427 1.16371 -1.09217
H -0.09008 0.43132 -1.25480
H -1.67368 -0.39910 0.33639
C 0.00851 -1.86703 -3.49282
O 0.16722 -1.19643 -4.76193
H -0.88499 -2.47215 -3.56274
H -0.03970 -1.18065 -2.64864
H 0.89660 -2.48447 -3.39242
H -0.13660 -0.30149 -4.66671
```

Results
relative energy (zero: lowest compared OMol25 entry of this formula, charge and spin): 19.1 kcal per mole
calculated total energy: -462.47590 a.u.
charge: 0
LUMO energy: 0.0249 hartree
strongest force on any atom: 0.0285 hartree/bohr
frontier orbital gap: 9.532 eV

These are the Löwdin partial charges, in e, on atoms 1 to 8: -0.0587 -0.2776 -0.0466 -0.0081 -0.3164 0.0236 -0.0262 -0.0453


Entry 4:
The following is a quantum chemistry calculation of C8H12O6Si in the gas phase in a non-equilibrium geometry, from the OMol25 dataset.

XYZ file:
```
27
C8H12O6Si (ωB97M-V/def2-TZVPD)
C 0.53840 0.14876 -2.78540
C 0.07377 -0.61910 -1.80812
Si -0.02303 -0.10298 -0.02372
O 1.42025 -0.40554 0.75046
C 2.60600 0.01731 0.19951
C 3.79266 -0.06224 1.10089
O 2.70120 0.34294 -0.97613
O -1.27216 -0.92752 0.71411
C -1.29649 -2.28358 1.00096
C -2.24154 -2.63258 2.11459
O -0.67374 -3.18662 0.49170
O -0.39886 1.50777 0.02977
C -1.36525 2.00847 -0.77968
C -2.01572 3.28208 -0.34767
O -1.69857 1.49277 -1.82031
H 0.83918 1.14861 -2.57965
H 0.86030 -0.29667 -3.71559
H -0.12818 -1.66917 -1.98044
H 4.48346 0.77561 0.92999
H 3.42778 -0.01572 2.13345
H 4.28386 -1.02137 0.90801
H -1.70469 -2.99868 2.99193
H -2.89293 -3.43057 1.72770
H -2.82871 -1.76579 2.41682
H -1.63638 3.48928 0.66495
H -3.08514 3.12551 -0.32392
H -1.76546 4.07901 -1.03423
```

Results
relative energy (zero: lowest compared OMol25 entry of this formula, charge and spin): 0.0 kcal per mole
calculated total energy: -1053.12002 a.u.
charge: 0
LUMO energy: 0.0204 hartree
strongest force on any atom: 0.0537 hartree/bohr
frontier orbital gap: 9.621 eV

These are the Löwdin partial charges, in e, on atoms 1 to 8: -0.0357 -0.1594 0.4375 -0.0105 -0.5086 0.0170 0.0870 -0.0160